No. 1
119
Properties=species:S:1:pos:R:3:mulliken_charge:R:1 method="wB97M-V/def2-TZVPD" e_lumo_ev=-4.29 spin_multiplicity=1 orbital_gap_ha=0.245 homo_energy_ev=-10.97 total_charge=+1 relative_energy_kcal_mol=2.00
Pt -0.077 0.014 1.917 0.44
C 1.747 4.005 2.430 -1.81
C 0.777 4.006 1.279 1.24
C 0.860 5.036 0.346 -1.13
C -0.129 5.227 -0.601 -1.20
C -1.225 4.381 -0.625 -0.59
C -1.326 3.312 0.257 0.87
C -2.561 2.459 0.256 -1.06
C -0.300 3.109 1.188 -0.69
N -0.418 2.050 2.143 0.88
C -0.587 2.416 3.442 0.09
O -0.771 3.533 3.874 -0.68
C -0.480 1.255 4.403 0.32
C -0.645 1.319 5.771 -0.49
C -0.570 0.138 6.500 -0.98
C -0.330 -1.080 5.868 -0.59
C -0.157 -1.084 4.501 0.47
N -0.222 0.076 3.852 0.59
C 0.092 -2.303 3.638 -0.07
O 0.171 -3.395 4.161 -0.69
N 0.208 -2.005 2.316 1.49
C 0.224 -3.114 1.406 -0.91
C -0.921 -3.910 1.250 1.17
C -2.158 -3.719 2.080 -1.51
C -0.866 -4.977 0.359 -1.10
C 0.298 -5.289 -0.320 -1.17
C 1.435 -4.527 -0.112 -0.63
C 1.412 -3.430 0.740 0.78
C 2.669 -2.639 0.963 -0.72
H 2.674 4.504 2.149 0.53
H 1.988 3.009 2.796 0.12
H 1.310 4.548 3.269 0.46
H 1.688 5.733 0.409 0.48
H -0.064 6.053 -1.297 0.44
H -2.030 4.556 -1.330 0.45
H -3.270 2.814 -0.492 0.69
H -3.052 2.496 1.231 0.45
H -2.334 1.415 0.039 -0.30
H -0.848 2.280 6.220 0.67
H -0.712 0.163 7.572 0.47
H -0.281 -2.022 6.396 0.69
H -2.416 -2.670 2.189 0.10
H -1.998 -4.131 3.078 0.40
H -3.002 -4.243 1.632 0.50
H -1.749 -5.591 0.229 0.46
H 0.325 -6.137 -0.991 0.45
H 2.360 -4.783 -0.615 0.42
H 3.495 -3.074 0.402 0.48
H 2.943 -2.631 2.021 0.45
H 2.555 -1.603 0.638 -0.10
Br -5.870 -2.803 -1.176 -0.16
C -5.661 -1.591 0.257 -0.56
C -6.781 -1.024 0.852 -0.10
N -6.697 -0.175 1.870 -0.62
C -5.489 0.133 2.329 -0.44
C -4.317 -0.385 1.790 0.26
C -4.404 -1.272 0.725 0.02
C -3.006 0.039 2.373 0.01
O -2.929 0.739 3.357 -0.57
O -1.991 -0.436 1.673 0.80
H -7.774 -1.267 0.493 0.39
H -5.435 0.825 3.161 0.55
H -3.516 -1.706 0.287 0.58
N 6.822 1.370 1.032 -0.31
C 6.153 1.153 2.186 0.15
O 6.664 1.157 3.283 -0.58
C 4.668 0.895 2.058 0.59
C 3.869 1.420 1.053 -1.25
C 2.514 1.165 1.066 -0.31
N 1.943 0.401 2.006 0.89
C 2.709 -0.102 2.985 0.06
C 4.063 0.137 3.050 -1.13
H 7.813 1.540 1.085 0.24
H 6.397 1.267 0.129 0.16
H 4.264 2.064 0.279 0.54
H 1.858 1.600 0.328 0.32
H 2.229 -0.721 3.728 0.31
H 4.653 -0.261 3.863 0.56
C 0.800 2.602 -2.604 -2.28
C 1.186 1.369 -3.428 3.48
C 1.050 1.730 -4.923 -1.76
C 2.663 1.072 -3.139 -2.12
Si 0.075 -0.142 -3.100 -2.51
Br 0.017 -0.307 -0.635 -0.30
C 0.848 -1.837 -3.478 3.10
C -0.146 -2.978 -3.212 -1.89
C 2.115 -2.149 -2.671 -2.24
C 1.219 -1.839 -4.977 -1.69
C -1.776 0.054 -3.498 3.47
C -2.243 1.503 -3.308 -2.29
C -1.975 -0.333 -4.979 -1.79
C -2.691 -0.825 -2.633 -1.72
H 1.507 3.405 -2.834 0.70
H 0.840 2.426 -1.527 -0.12
H -0.194 2.973 -2.832 0.40
H 1.723 2.564 -5.140 0.55
H 0.042 2.055 -5.181 0.35
H 1.325 0.909 -5.588 0.33
H 3.236 1.990 -3.302 0.67
H 3.079 0.309 -3.795 0.42
H 2.821 0.758 -2.103 0.18
H -0.454 -3.017 -2.165 0.11
H 0.351 -3.926 -3.438 0.69
H -1.034 -2.920 -3.841 0.37
H 1.912 -2.191 -1.604 0.33
H 2.925 -1.446 -2.849 0.31
H 2.470 -3.139 -2.973 0.63
H 0.373 -1.622 -5.630 0.34
H 1.580 -2.839 -5.238 0.53
H 2.021 -1.137 -5.209 0.35
H -1.776 2.192 -4.011 0.37
H -2.059 1.861 -2.295 0.33
H -3.322 1.542 -3.483 0.70
H -1.362 0.261 -5.660 0.36
H -3.021 -0.152 -5.241 0.54
H -1.773 -1.388 -5.165 0.39
H -2.642 -0.538 -1.583 -0.24
H -2.475 -1.889 -2.708 0.32
H -3.721 -0.675 -2.967 0.60

=====

No. 2
107
Properties=species:S:1:pos:R:3:mulliken_charge:R:1 method="wB97M-V/def2-TZVPD" e_lumo_ev=-2.63 spin_multiplicity=1 orbital_gap_ha=0.292 homo_energy_ev=-10.58 total_charge=+1
C 1.226 -4.792 -3.892 -1.45
C 1.590 -3.713 -4.930 -0.68
C 0.615 -2.538 -5.081 0.52
C -0.840 -2.952 -5.005 -1.91
N 0.897 -1.411 -4.133 0.26
C 0.778 -1.815 -2.692 -0.49
C 0.712 -0.607 -1.793 -0.58
C 2.040 0.132 -1.892 -0.59
C 2.273 0.480 -3.351 -1.62
C 2.221 -0.729 -4.291 0.40
C 2.515 -0.247 -5.726 -0.98
C 3.716 -0.986 -6.264 0.25
O 4.831 -0.795 -5.801 -0.41
Br 3.450 -2.307 -7.661 -0.11
H 0.943 -5.707 -4.386 0.30
H 0.482 -4.489 -3.177 0.38
H 2.112 -5.031 -3.320 0.41
H 1.615 -4.160 -5.910 0.66
H 2.596 -3.364 -4.746 0.00
H 0.744 -2.173 -6.089 0.46
H -1.118 -3.386 -4.061 0.40
H -1.029 -3.660 -5.794 0.48
H -1.452 -2.080 -5.207 0.53
H 0.188 -0.691 -4.278 0.65
H 1.673 -2.371 -2.455 0.38
H -0.073 -2.456 -2.531 0.28
H -0.115 0.052 -2.023 0.37
H 0.629 -0.988 -0.785 0.24
H 2.025 1.041 -1.312 0.18
H 2.840 -0.511 -1.552 0.36
H 3.209 0.987 -3.534 0.59
H 1.482 1.158 -3.675 0.38
H 2.990 -1.406 -3.954 0.24
H 1.661 -0.309 -6.386 0.61
H 2.825 0.784 -5.679 0.45
C -0.544 0.011 2.456 -0.53
C -0.984 0.676 1.319 -0.02
C -2.325 0.992 1.171 -0.83
C -3.230 0.652 2.165 -0.70
C -2.793 -0.003 3.307 -0.32
C -1.450 -0.328 3.451 -0.55
H 0.503 -0.239 2.571 0.35
H -0.278 0.949 0.543 0.71
H -2.667 1.502 0.279 0.48
H -4.277 0.902 2.052 0.49
H -3.500 -0.262 4.084 0.47
H -1.110 -0.842 4.341 0.40
C 3.532 4.930 1.014 -0.38
C 2.183 4.637 1.156 -0.66
C 1.779 3.329 1.379 -0.13
C 2.723 2.315 1.468 -0.17
C 4.073 2.608 1.327 -0.62
C 4.477 3.916 1.097 -0.43
H 3.849 5.950 0.840 0.37
H 1.447 5.428 1.093 0.41
H 0.726 3.097 1.487 0.45
H 2.407 1.295 1.653 0.34
H 4.811 1.819 1.401 0.42
H 5.528 4.146 0.987 0.39
C -4.540 -0.896 -3.282 -0.34
C -5.765 -0.243 -3.275 -0.47
C -6.404 0.017 -2.071 -0.48
C -5.818 -0.371 -0.874 -0.43
C -4.592 -1.020 -0.880 -0.61
C -3.955 -1.285 -2.085 -0.10
H -4.046 -1.105 -4.223 0.33
H -6.222 0.060 -4.207 0.39
H -7.362 0.520 -2.066 0.38
H -6.317 -0.166 0.064 0.40
H -4.132 -1.320 0.052 0.52
H -3.001 -1.800 -2.088 0.41
C 6.673 -1.914 -1.664 -0.48
C 6.354 -1.433 -2.927 0.38
C 7.300 -0.740 -3.670 -0.43
C 8.569 -0.535 -3.149 -0.45
C 8.890 -1.017 -1.887 -0.43
C 7.942 -1.705 -1.144 -0.49
H 5.935 -2.456 -1.086 0.37
H 5.365 -1.602 -3.337 0.05
H 7.049 -0.365 -4.651 0.39
H 9.310 0.001 -3.727 0.37
H 9.881 -0.858 -1.484 0.38
H 8.192 -2.079 -0.160 0.39
C -0.686 4.957 6.036 -0.51
C -1.578 4.997 7.098 -0.40
C -2.471 3.953 7.295 -0.56
C -2.468 2.867 6.431 -0.13
C -1.575 2.826 5.369 -0.10
C -0.685 3.872 5.170 -0.48
H 0.010 5.772 5.883 0.38
H -1.576 5.841 7.774 0.37
H -3.169 3.986 8.121 0.39
H -3.163 2.051 6.587 0.26
H -1.574 1.978 4.698 0.29
H 0.010 3.841 4.341 0.52
C -5.905 0.390 6.409 -0.27
C -7.251 0.075 6.530 -0.57
C -7.639 -1.236 6.763 -0.37
C -6.681 -2.234 6.880 -0.39
C -5.335 -1.921 6.760 -0.53
C -4.948 -0.609 6.523 -0.09
H -5.602 1.413 6.227 0.37
H -7.998 0.854 6.445 0.37
H -8.688 -1.482 6.855 0.37
H -6.984 -3.256 7.066 0.36
H -4.587 -2.698 6.854 0.36
H -3.896 -0.364 6.430 0.41

=====

No. 3
111
Properties=species:S:1:pos:R:3:mulliken_charge:R:1 method="wB97M-V/def2-TZVPD" e_lumo_ev="-9.48 / -9.17" spin_multiplicity=2 s_squared=0.76 orbital_gap_ha="0.172 / 0.183" homo_energy_ev="-14.15 / -14.15" total_charge=+3 relative_energy_kcal_mol=0.00
Ti 0.468 1.307 0.867 -2.17
C 1.478 2.549 2.992 -1.33
C 0.297 1.622 3.203 -0.69
C 0.510 0.236 3.204 -0.04
C -0.484 -0.643 3.651 0.42
C -0.184 -2.099 3.856 -1.24
C -1.722 -0.103 3.990 -0.29
C -1.989 1.263 3.935 0.09
C -3.340 1.791 4.327 -1.86
C -0.954 2.120 3.548 -0.21
H 1.990 2.650 3.951 0.53
H 1.183 3.543 2.670 0.31
H 2.244 2.147 2.306 0.36
H 1.512 -0.149 3.050 1.33
H 0.138 -2.575 2.928 -0.04
H -1.049 -2.632 4.248 0.38
H 0.640 -2.217 4.565 0.43
H -2.504 -0.771 4.343 0.49
H -4.088 1.504 3.582 0.34
H -3.343 2.876 4.424 0.37
H -3.663 1.367 5.280 0.50
H -1.109 3.191 3.582 0.76
C -0.718 4.945 1.343 -1.19
P -1.068 3.346 0.544 1.77
C -2.849 3.187 0.784 -1.41
C -0.767 3.717 -1.202 1.39
C -1.763 4.150 -2.070 -1.01
C -1.434 4.579 -3.349 -0.91
C -0.106 4.600 -3.757 -0.98
C 0.893 4.152 -2.903 -0.48
C 0.571 3.693 -1.626 -0.77
P 1.847 2.948 -0.563 2.07
C 2.778 4.270 0.269 -1.41
C 3.092 2.302 -1.698 -1.83
H -1.438 5.661 0.946 0.55
H 0.279 5.298 1.098 0.36
H -0.830 4.906 2.426 0.30
H -3.353 4.039 0.328 0.67
H -3.049 3.209 1.855 0.36
H -3.242 2.258 0.380 0.14
H -2.801 4.168 -1.761 0.40
H -2.214 4.915 -4.021 0.48
H 0.153 4.961 -4.745 0.49
H 1.919 4.152 -3.251 0.47
H 2.952 5.058 -0.464 0.48
H 3.740 3.873 0.595 0.48
H 2.271 4.689 1.131 0.38
H 2.649 1.665 -2.456 0.38
H 3.608 3.137 -2.174 0.70
H 3.824 1.716 -1.143 0.54
C -1.234 -7.104 -0.239 -0.82
S -2.149 -6.107 -1.437 -0.08
C -0.870 -4.916 -1.866 -1.08
C -0.819 -3.731 -0.908 0.12
C 0.224 -2.717 -1.342 -1.45
N 0.280 -1.455 -0.523 0.77
P -0.902 -0.234 -0.633 1.36
C -1.388 -0.066 -2.349 0.90
C -0.778 0.878 -3.176 -0.44
C -1.067 0.916 -4.532 -1.36
C -1.973 0.009 -5.069 -0.90
C -2.589 -0.934 -4.254 -0.95
C -2.302 -0.974 -2.898 -0.64
C -2.400 -0.772 0.217 1.62
C -3.615 -0.127 -0.051 -1.26
C -4.771 -0.514 0.610 -1.06
C -4.728 -1.562 1.526 -0.84
C -3.528 -2.213 1.784 -0.89
C -2.367 -1.808 1.142 -0.57
P 1.762 -0.757 -0.081 1.59
C 2.871 -0.970 -1.484 1.67
C 4.209 -1.313 -1.300 -1.02
C 5.044 -1.461 -2.403 -0.72
C 4.547 -1.279 -3.684 -0.91
C 3.207 -0.950 -3.874 -0.92
C 2.376 -0.794 -2.779 -1.09
C 2.520 -1.704 1.244 0.71
C 3.529 -1.096 1.997 -0.44
C 4.190 -1.808 2.988 -0.74
C 3.843 -3.134 3.229 -0.87
C 2.842 -3.743 2.483 -0.52
C 2.179 -3.032 1.489 -1.12
H -1.911 -7.894 0.086 0.38
H -0.930 -6.536 0.641 0.21
H -0.367 -7.571 -0.706 0.28
H -1.092 -4.571 -2.880 0.41
H 0.094 -5.430 -1.914 0.43
H -0.615 -4.082 0.110 0.11
H -1.810 -3.279 -0.883 -0.08
H 0.045 -2.435 -2.381 0.83
H 1.221 -3.154 -1.313 1.03
H -0.073 1.588 -2.769 0.89
H -0.591 1.652 -5.169 0.61
H -2.204 0.036 -6.127 0.47
H -3.292 -1.642 -4.674 0.54
H -2.791 -1.714 -2.276 0.50
H -3.673 0.646 -0.809 0.90
H -5.714 -0.029 0.385 0.52
H -5.637 -1.890 2.017 0.48
H -3.504 -3.056 2.466 0.58
H -1.443 -2.338 1.319 0.13
H 4.611 -1.480 -0.308 0.40
H 6.082 -1.733 -2.256 0.51
H 5.199 -1.407 -4.540 0.45
H 2.812 -0.826 -4.875 0.52
H 1.333 -0.555 -2.945 0.56
H 3.818 -0.066 1.805 0.44
H 4.975 -1.337 3.566 0.50
H 4.358 -3.695 4.000 0.44
H 2.582 -4.778 2.669 0.50
H 1.398 -3.521 0.918 0.55

=====

No. 4
130
Properties=species:S:1:pos:R:3:mulliken_charge:R:1 method="wB97M-V/def2-TZVPD" e_lumo_ev=0.15 spin_multiplicity=1 orbital_gap_ha=0.155 homo_energy_ev=-4.05 total_charge=-1
C 3.591 -2.697 0.241 -0.59
C 2.439 -3.900 0.083 -0.38
N 1.114 -3.244 -0.214 0.22
C 1.054 -2.581 -1.566 -0.38
C 1.452 -3.528 -2.841 -0.75
C -0.076 -4.121 0.087 -0.11
S -0.364 -4.494 1.756 -0.33
S -1.308 -4.823 -1.133 -0.06
C -3.025 -5.012 -0.370 -0.63
C -4.038 -3.751 -0.706 -0.06
C -5.508 -4.166 -0.025 -0.46
Al -6.969 -2.881 -0.690 -0.63
C -6.445 -0.891 -0.641 -0.13
O -5.149 -0.630 0.054 -0.25
C -4.743 0.771 -0.266 0.57
C -3.163 1.287 -0.252 -0.61
O -5.655 1.719 -0.615 -0.59
C -8.680 -3.320 0.404 -0.27
Br -9.393 -5.058 -0.369 -0.26
C -8.414 -3.476 2.015 0.17
C -8.939 -4.900 2.658 -1.12
Br -9.547 -2.032 2.900 -0.25
P -7.469 -3.421 -2.932 0.03
C -5.963 -2.975 -4.077 -0.80
C -9.030 -2.396 -3.445 -0.57
C -9.003 -0.843 -2.882 -0.50
H 3.111 -1.729 0.746 0.03
H 4.385 -3.091 1.037 0.32
H 4.092 -2.449 -0.800 0.13
H 2.458 -4.459 1.138 0.38
H 2.798 -4.693 -0.699 0.23
H 1.780 -1.635 -1.608 0.09
H -0.035 -2.149 -1.790 0.32
H 0.862 -3.235 -3.837 0.26
H 2.588 -3.372 -3.096 0.20
H 1.269 -4.690 -2.644 0.23
H -3.015 -5.124 0.799 0.33
H -3.572 -5.984 -0.786 0.34
H -3.624 -2.733 -0.284 0.11
H -4.218 -3.615 -1.859 0.00
H -5.450 -4.264 1.146 0.20
H -5.764 -5.249 -0.443 0.16
H -6.269 -0.553 -1.768 0.03
H -7.341 -0.277 -0.170 0.27
H -3.115 2.208 0.496 0.09
H -2.410 0.446 0.075 0.22
H -2.817 1.714 -1.300 0.27
H -9.540 -2.521 0.222 0.50
H -7.296 -3.311 2.347 0.30
H -8.287 -5.830 2.306 0.30
H -8.802 -4.864 3.842 0.34
H -10.105 -5.084 2.497 0.30
H -5.587 -1.881 -3.887 0.20
H -6.325 -3.182 -5.176 0.35
H -5.112 -3.755 -3.844 0.20
H -10.019 -2.888 -2.994 0.23
H -9.137 -2.423 -4.620 0.35
H -7.950 -0.404 -3.154 0.15
H -9.037 -0.919 -1.699 -0.04
H -9.907 -0.189 -3.264 0.36
C 4.299 3.191 3.599 -0.49
C 5.096 2.046 3.568 -0.60
C 5.166 1.274 2.407 0.04
C 4.434 1.662 1.276 -0.15
C 3.627 2.807 1.307 -0.60
C 3.562 3.570 2.475 -0.53
N 4.523 0.868 0.045 1.25
O 5.233 -0.148 0.063 -0.56
O 3.887 1.262 -0.944 -0.61
H 4.252 3.793 4.505 0.42
H 5.666 1.757 4.448 0.47
H 5.792 0.384 2.398 0.33
H 3.049 3.117 0.439 0.60
H 2.941 4.462 2.508 0.47
C -3.704 7.614 -1.111 -0.35
C -3.907 6.415 -0.427 -0.54
C -2.814 5.639 -0.035 -0.18
C -1.516 6.079 -0.329 0.04
C -1.310 7.279 -1.022 -0.22
C -2.410 8.045 -1.412 -0.45
N -0.363 5.281 0.103 1.00
O -0.587 4.216 0.697 -0.57
O 0.769 5.720 -0.147 -0.59
H -4.559 8.218 -1.410 0.36
H -4.918 6.085 -0.197 0.40
H -2.989 4.707 0.498 0.34
H -0.308 7.630 -1.262 0.42
H -2.261 8.979 -1.948 0.35
C 5.799 -0.401 -2.975 -0.23
C 6.596 -1.547 -3.006 -0.51
C 6.666 -2.319 -4.167 -0.26
C 5.934 -1.931 -5.298 -0.02
C 5.127 -0.786 -5.266 -0.31
C 5.062 -0.023 -4.099 -0.45
N 6.023 -2.724 -6.529 0.97
O 6.733 -3.741 -6.511 -0.59
O 5.387 -2.330 -7.517 -0.59
H 5.752 0.201 -2.069 0.28
H 7.166 -1.836 -2.126 0.41
H 7.292 -3.209 -4.176 0.43
H 4.549 -0.476 -6.135 0.43
H 4.441 0.869 -4.066 0.42
C 7.025 7.767 -1.195 -0.37
C 7.380 8.607 -0.138 -0.42
C 7.208 8.183 1.181 -0.38
C 6.683 6.908 1.431 -0.05
C 6.318 6.066 0.372 -0.10
C 6.492 6.502 -0.943 -0.58
N 6.524 6.446 2.815 0.99
O 6.840 7.227 3.725 -0.59
O 6.087 5.300 2.995 -0.57
H 7.165 8.101 -2.222 0.36
H 7.793 9.593 -0.343 0.36
H 7.490 8.849 1.993 0.43
H 5.905 5.075 0.552 0.52
H 6.215 5.855 -1.772 0.40
C 2.143 -3.786 7.349 -0.38
C 3.234 -2.916 7.390 -0.51
C 3.573 -2.166 6.262 -0.22
C 2.806 -2.292 5.095 -0.04
C 1.715 -3.170 5.050 -0.21
C 1.387 -3.916 6.183 -0.50
N 3.142 -1.487 3.914 1.05
O 4.127 -0.737 3.988 -0.56
O 2.421 -1.602 2.913 -0.58
H 1.878 -4.364 8.233 0.36
H 3.819 -2.821 8.302 0.36
H 4.426 -1.493 6.309 0.40
H 1.114 -3.280 4.149 0.41
H 0.540 -4.598 6.159 0.40

=====

no.,molecular weight (g/mol),calculated total energy (Ha)
1,1169.0,-8086.71963
2,731.9,-4528.90374
3,839.8,-4492.20647
4,1181.9,-9585.23904